[1]
{
  "formula": "C14H24NO3",
  "method": "wB97M-V/def2-TZVPD",
  "symbols": ["C", "C", "H", "H", "O", "C", "C", "C", "N", "H", "C", "C", "C", "C", "C", "C", "C", "H", "O", "C", "H", "H", "H", "O", "C", "H", "H", "H", "H", "H", "H", "H", "H", "H", "H", "H", "H", "H", "H", "H", "H", "H"],
  "positions_angstrom": [[2.537, -1.472, 2.434], [2.282, -2.250, 1.155], [3.078, -2.066, 0.424], [2.244, -3.328, 1.359], [1.037, -1.831, 0.601], [0.616, -2.588, -0.527], [-0.757, -2.088, -0.971], [-1.829, -2.337, 0.087], [-1.476, -1.655, 1.365], [-0.420, -1.570, 1.331], [-2.088, -0.302, 1.559], [-1.719, 0.635, 0.448], [-2.630, 0.965, -0.542], [-2.253, 1.813, -1.563], [-0.969, 2.351, -1.643], [-0.032, 2.009, -0.636], [-0.431, 1.165, 0.390], [0.270, 0.907, 1.168], [1.227, 2.520, -0.733], [2.174, 2.216, 0.263], [2.384, 1.142, 0.298], [1.851, 2.567, 1.248], [3.078, 2.748, -0.027], [-0.771, 3.146, -2.708], [0.414, 3.895, -2.897], [0.230, 4.485, -3.794], [1.279, 3.249, -3.057], [0.606, 4.561, -2.055], [-2.950, 2.092, -2.335], [-3.639, 0.583, -0.513], [-3.173, -0.420, 1.605], [-1.734, 0.079, 2.519], [-1.736, -2.242, 2.161], [-2.794, -1.967, -0.262], [-1.915, -3.409, 0.276], [-1.039, -2.611, -1.884], [-0.695, -1.024, -1.195], [1.340, -2.469, -1.342], [0.576, -3.654, -0.260], [2.551, -0.404, 2.236], [3.502, -1.759, 2.841], [1.772, -1.686, 3.177]],
  "forces_ev_per_angstrom": [[-0.116, -0.176, -0.386], [0.286, -0.037, 0.272], [-0.098, -0.040, 0.007], [0.012, 0.097, -0.068], [-0.111, 0.120, 0.091], [-0.052, -0.142, -0.440], [0.323, -0.056, 0.297], [-0.119, -0.219, -0.753], [0.271, -0.053, 0.362], [-0.379, -0.099, 0.297], [-0.163, 0.605, -0.098], [-0.062, 0.065, 0.012], [0.145, -0.056, 0.206], [0.288, 0.105, -0.059], [-0.176, -0.144, 0.076], [0.135, 0.019, -0.066], [-0.102, 0.082, -0.007], [0.166, 0.006, 0.077], [-0.449, 0.022, -0.250], [0.197, -0.032, 0.169], [-0.028, 0.014, 0.016], [-0.003, -0.032, -0.026], [-0.035, -0.063, 0.074], [-0.247, -0.293, 0.150], [0.470, 0.383, -0.204], [0.026, -0.038, 0.082], [-0.097, 0.071, 0.003], [-0.025, -0.046, -0.070], [-0.083, 0.057, -0.117], [-0.159, -0.060, 0.015], [0.106, -0.125, 0.045], [-0.025, -0.166, -0.008], [0.130, 0.059, -0.127], [0.007, -0.022, 0.164], [-0.022, 0.097, 0.129], [-0.050, -0.016, -0.009], [-0.015, -0.019, -0.104], [-0.041, -0.024, 0.075], [0.027, 0.068, -0.025], [0.021, 0.120, 0.001], [0.095, -0.009, 0.096], [-0.051, -0.021, 0.101]],
  "lowdin_charge": [-0.05, -0.24, 0.13, 0.13, -0.22, -0.18, -0.12, -0.11, 0.06, 0.13, -0.08, -0.26, -0.04, 0.02, -0.19, -0.17, 0.02, 0.11, -0.10, -0.06, 0.08, 0.10, 0.11, -0.05, -0.05, 0.10, 0.10, 0.10, 0.13, 0.12, 0.14, 0.14, 0.18, 0.13, 0.14, 0.14, 0.11, 0.14, 0.14, 0.06, 0.09, 0.08],
  "spin_multiplicity": 1,
  "homo_ev": -11.05,
  "homo_lumo_gap_ev": 8.4,
  "relative_energy_ev": 0.126,
  "charge": 1,
  "e_lumo_ev": -2.69,
  "smiles": "CCOCCC[NH2+]Cc1ccc(OC)c(OC)c1",
  "energy_ha": -828.074262
}

=====

[2]
{
  "formula": "C14H24NO6",
  "method": "wB97M-V/def2-TZVPD",
  "symbols": ["O", "C", "O", "C", "C", "C", "N", "C", "C", "H", "H", "H", "H", "C", "O", "C", "C", "O", "C", "H", "H", "H", "H", "H", "H", "H", "H", "H", "H", "C", "O", "C", "C", "O", "C", "H", "H", "H", "H", "H", "H", "H", "H", "H", "H"],
  "positions_angstrom": [[0.417, 1.905, 4.480], [-0.186, 2.144, 3.282], [0.541, 2.705, 2.124], [-1.791, 1.823, 3.211], [-2.846, 3.108, 3.282], [-4.442, 2.737, 3.258], [-5.076, 1.377, 3.189], [-4.101, 0.239, 3.088], [-2.463, 0.308, 3.090], [-2.501, 4.225, 3.351], [-5.189, 3.666, 3.327], [-4.571, -0.858, 3.035], [-1.755, -0.630, 3.014], [1.693, -0.254, 2.378], [0.713, -1.235, 2.055], [0.635, -1.479, 0.646], [1.366, -2.769, 0.263], [2.777, -2.650, 0.470], [3.202, -3.288, 1.670], [1.868, -0.286, 3.456], [2.641, -0.440, 1.866], [1.320, 0.741, 2.112], [1.022, -0.625, 0.078], [-0.426, -1.590, 0.401], [1.216, -2.953, -0.804], [0.962, -3.628, 0.813], [3.205, -4.373, 1.528], [2.564, -3.029, 2.520], [4.222, -2.961, 1.889], [-1.131, 1.250, -5.066], [0.251, 1.575, -4.969], [0.647, 1.862, -3.623], [1.369, 0.669, -2.989], [0.485, -0.442, -2.812], [0.660, -1.436, -3.817], [-1.314, 0.819, -6.053], [-1.434, 0.523, -4.308], [-1.731, 2.161, -4.964], [-0.215, 2.167, -3.017], [1.340, 2.709, -3.668], [1.717, 0.960, -1.994], [2.246, 0.380, -3.582], [1.579, -1.997, -3.622], [0.698, -1.002, -4.820], [-0.187, -2.124, -3.769]],
  "forces_ev_per_angstrom": [[-3.582, 0.953, -5.993], [4.942, 1.391, 0.471], [-4.660, -2.981, 5.705], [-3.733, 0.099, -0.379], [-1.800, -4.752, -0.299], [2.544, -1.371, 0.078], [6.046, 0.815, -0.201], [2.082, 1.965, 0.344], [-2.284, 4.180, 0.368], [-0.629, -2.555, -0.166], [1.654, -2.444, -0.184], [0.964, 2.808, 0.106], [-1.665, 2.111, 0.160], [0.136, 0.405, 0.206], [0.051, -0.486, -0.674], [-0.076, -0.290, 0.629], [0.165, 0.613, -0.104], [-0.214, -0.297, 0.379], [0.047, 0.213, -0.228], [-0.179, 0.000, -0.138], [0.013, -0.143, -0.079], [0.284, -0.096, 0.044], [0.008, -0.159, 0.080], [0.017, -0.006, -0.095], [-0.034, 0.007, -0.056], [0.046, 0.132, 0.048], [-0.019, -0.108, 0.101], [-0.014, 0.019, -0.080], [-0.110, 0.005, -0.125], [0.199, 0.094, -0.112], [-0.314, -0.163, 0.291], [0.387, -0.269, -0.219], [-0.513, 0.181, 0.245], [0.225, 0.001, -0.546], [-0.125, 0.081, 0.293], [0.117, 0.094, 0.057], [0.030, 0.056, 0.022], [-0.102, -0.075, 0.048], [0.108, -0.150, -0.040], [-0.016, -0.048, 0.045], [0.000, 0.038, -0.011], [-0.152, 0.044, -0.025], [0.057, -0.051, -0.111], [0.033, 0.031, 0.038], [0.067, 0.106, 0.107]],
  "lowdin_charge": [-0.15, -0.45, -0.27, -0.02, -0.01, -0.15, -0.07, -0.14, 0.01, 0.09, 0.08, 0.09, 0.09, -0.11, -0.21, -0.19, -0.19, -0.20, -0.12, 0.09, 0.08, 0.05, 0.12, 0.12, 0.11, 0.12, 0.08, 0.08, 0.09, -0.12, -0.20, -0.19, -0.19, -0.20, -0.12, 0.08, 0.08, 0.09, 0.13, 0.12, 0.12, 0.12, 0.08, 0.08, 0.09],
  "spin_multiplicity": 1,
  "homo_ev": -4.87,
  "homo_lumo_gap_ev": 7.5,
  "charge": -1,
  "e_lumo_ev": 2.66,
  "energy_ha": -1053.724694
}